ORCA calculation (ωB97M-V/def2-TZVPD) on a single C5H8O molecule in a non-equilibrium geometry.

Summary:
- LUMO energy (spin up / spin down) (eV) = -0.041 / 0.546
- ΔE to the lowest compared entry with this formula, charge and spin (kJ/mol) = 543.61
- DFT total energy (eV) = -7356.621

Structure (ORCA input):
```
! wB97M-V def2-TZVPD RIJCOSX def2/J DEFGRID3
* xyz 0 1
C 1.6736 -0.4904 0.5742
C 0.7095 -0.5716 -0.4611
C -1.5441 -0.6878 0.2416
C -0.7542 0.2034 -0.5205
C -0.6158 1.5827 0.0506
O -0.6706 2.5920 -0.6079
H 1.9405 0.4915 0.9450
H 2.2431 -1.3548 0.9039
H 1.6796 -0.0378 -0.8802
H 0.5372 -1.5364 -0.9222
H -1.5099 -0.6535 1.3264
H -2.2012 -1.4086 -0.2250
H -0.9922 0.2555 -1.5817
H -0.4956 1.6158 1.1569
*
```